{"formula": "C44H68CdI3NO7S2Si3", "method": "ωB97M-V/def2-TZVPD", "elements": ["I", "I", "I", "Cd", "S", "S", "Si", "Si", "Si", "O", "O", "O", "O", "O", "O", "O", "N", "C", "C", "C", "C", "C", "C", "C", "C", "C", "C", "C", "C", "C", "C", "C", "C", "C", "C", "C", "C", "C", "C", "C", "C", "C", "C", "C", "C", "C", "C", "C", "C", "C", "C", "C", "C", "C", "C", "C", "C", "C", "C", "C", "C", "H", "H", "H", "H", "H", "H", "H", "H", "H", "H", "H", "H", "H", "H", "H", "H", "H", "H", "H", "H", "H", "H", "H", "H", "H", "H", "H", "H", "H", "H", "H", "H", "H", "H", "H", "H", "H", "H", "H", "H", "H", "H", "H", "H", "H", "H", "H", "H", "H", "H", "H", "H", "H", "H", "H", "H", "H", "H", "H", "H", "H", "H", "H", "H", "H", "H", "H", "H"], "positions_angstrom": [[0.88130, -2.67648, -0.32661], [0.39236, 6.07324, 4.98582], [3.55750, 5.12438, -0.02269], [0.46403, 0.06365, -0.44483], [3.95147, -0.89018, 3.50914], [3.71624, 1.24374, -1.14253], [0.34539, -0.40101, -3.80196], [-3.24412, -0.47926, 0.47007], [-0.68302, 2.42134, -2.65695], [2.01834, 2.36511, 0.22746], [2.90250, -0.39023, 2.61451], [3.05110, -0.02871, -0.79511], [-3.87309, -1.36536, 1.75223], [-3.52626, -1.32380, -0.92767], [-4.36937, 0.75077, 0.37258], [-1.74774, -0.08405, 0.59843], [0.28658, 1.38655, 2.06777], [2.83720, -3.24912, 4.14200], [0.92764, 4.75540, 3.40543], [-0.51585, 0.87688, 2.96526], [-4.68468, -1.84860, -1.54908], [0.76053, 2.63284, 2.22654], [4.49576, -4.90156, 2.66938], [4.74079, -3.53625, 2.70494], [0.47683, 0.97728, -2.56728], [0.38665, 3.45409, 3.33128], [3.42359, -5.43887, 3.36386], [-4.77611, 1.69846, 1.33247], [6.08520, 0.49063, 0.40085], [-4.90764, -1.08450, -2.85935], [5.17682, -0.62128, -2.64142], [2.19313, 4.39946, 1.41462], [5.58148, -0.75732, 1.14947], [0.00600, 0.09568, -5.62970], [-5.42492, 2.85040, 0.55817], [-3.12910, -1.96141, 3.92918], [-0.02133, 3.91692, -1.68226], [1.69842, 3.09179, 1.20175], [-4.41354, -3.56045, 2.50928], [-3.35798, -2.44593, 2.49087], [5.29922, 1.65913, -3.38845], [5.04377, 1.57865, 0.12872], [4.88069, 0.72071, -2.45611], [-0.88148, 3.12753, -4.43401], [-2.44476, 2.08306, -2.06861], [1.81692, 5.21845, 2.47048], [2.59625, -4.61098, 4.10772], [-2.05750, -2.99124, 1.90813], [-5.95622, -1.73788, -0.69667], [-3.58350, 2.21681, 2.13995], [5.93440, -1.02049, -3.73155], [6.36997, -0.07907, -4.65529], [6.04339, 1.25982, -4.48962], [-0.98503, -1.71967, -3.47263], [-0.93164, 1.59349, 4.09831], [-5.80875, 1.07630, 2.28611], [-0.49349, 2.87797, 4.27029], [5.55737, -0.54376, 2.66711], [2.03564, -1.27017, -3.96289], [3.90013, -2.70901, 3.42901], [-4.39757, -3.32447, -1.84491], [-5.92552, 3.54634, 1.23547], [-2.22228, -3.33914, 0.88709], [2.42109, -1.53756, -2.97682], [0.65478, 0.91382, -5.95408], [-5.21678, -3.77669, -2.41039], [-6.78540, -2.24357, -1.19722], [2.76841, -0.61547, -4.44651], [-2.37015, -1.17634, 3.93084], [-3.47127, -3.40985, -2.41439], [-5.36603, 0.19563, 2.74665], [-2.48447, 2.00500, -0.98124], [5.70698, 0.50972, 2.91518], [3.22146, -6.50069, 3.30114], [-1.61201, -1.43561, -2.62451], [-0.53191, -2.68236, -3.23283], [-1.60084, 1.14013, 4.81898], [-4.07579, -4.39121, 3.13317], [-6.69149, 0.75816, 1.72592], [6.24388, -1.59409, 0.91663], [-6.15396, 2.44654, -0.14718], [2.22478, 6.21606, 2.55827], [-4.05547, -1.54234, 4.32860], [4.78392, -1.34746, -1.93874], [5.12800, -5.54217, 2.06720], [6.30587, -1.13101, 3.20403], [-0.54669, 4.84182, -1.93656], [0.08838, 3.19517, -4.93460], [2.18045, -2.59054, 4.69909], [0.18173, -0.75807, -6.29030], [1.74195, -5.02181, 4.62997], [6.90446, 0.92889, 0.98445], [-0.81184, 3.45999, 5.12605], [-5.78859, -2.18235, 0.28398], [-3.12804, 1.38757, 2.68349], [4.47827, 1.82640, 1.02943], [-3.89372, 2.99133, 2.84482], [-4.66636, 3.38565, -0.01516], [-4.26894, -3.86755, -0.90638], [-1.62683, -1.85743, -4.34848], [-0.86590, -0.12990, 2.77261], [6.51181, 0.18950, -0.55734], [6.35401, 1.98496, -5.23227], [-2.78901, 1.11793, -2.44824], [-3.15792, 2.84789, -2.38828], [1.96401, -2.18744, -4.55459], [-5.82663, -1.41614, -3.34986], [-2.79770, -2.77931, 4.57334], [-0.12804, 3.75103, -0.60886], [4.57958, -0.99788, 0.78808], [6.94511, -0.38751, -5.52034], [-6.19737, -0.68803, -0.54381], [1.49605, 1.37620, -2.62315], [-1.31101, -2.19928, 1.85301], [-4.58052, -3.93127, 1.49680], [5.02666, 2.70117, -3.25552], [-1.02953, 0.41943, -5.76419], [-4.06422, -1.23129, -3.53358], [-1.32657, 4.12650, -4.42803], [-4.98276, -0.02002, -2.63268], [5.57446, -3.13457, 2.14747], [-6.11106, 1.78564, 3.06068], [6.16989, -2.06744, -3.87839], [-1.67321, -3.81830, 2.50976], [-1.51758, 2.47865, -5.04139], [5.52316, 2.47693, -0.26274], [-5.36260, -3.18267, 2.89727], [-2.82395, 2.61640, 1.46588], [1.04094, 4.06450, -1.88769]], "forces_ev_per_a": [[0.242, -0.397, 0.198], [0.096, -0.220, -0.244], [-0.170, -0.033, 0.210], [-0.563, 0.509, 0.081], [0.853, -0.313, 0.003], [1.572, 0.036, -0.458], [0.365, -0.402, -0.343], [-0.330, -0.147, -0.220], [0.053, 0.539, -0.150], [-0.419, 0.120, 0.478], [-0.487, 0.298, -0.276], [-0.212, -0.530, 0.429], [-0.090, 0.144, -0.119], [-0.198, -0.117, -0.043], [-0.059, -0.076, -0.035], [0.641, 0.168, -0.206], [0.091, -0.228, -0.323], [-0.069, 0.037, -0.003], [0.028, 0.545, 0.349], [0.070, -0.168, 0.039], [-0.137, -0.152, -0.182], [-0.101, 0.187, 0.317], [0.016, -0.038, -0.006], [0.101, -0.007, -0.072], [-0.688, -0.074, 0.149], [-0.002, -0.374, -0.289], [0.028, -0.039, -0.062], [-0.150, 0.348, 0.273], [-0.152, -0.112, -0.212], [0.113, 0.021, 0.210], [-0.006, -0.114, 0.137], [0.249, -0.130, -0.455], [-0.149, 0.300, -0.026], [-0.039, 0.243, 0.308], [0.138, -0.132, -0.046], [0.001, 0.087, -0.193], [-0.084, -0.318, -0.064], [0.250, 0.103, -0.207], [0.035, 0.169, -0.077], [0.140, -0.422, 0.385], [0.045, 0.093, 0.100], [-0.316, -0.295, -0.085], [-0.263, 0.125, -0.052], [0.057, -0.226, 0.111], [0.274, -0.193, -0.023], [-0.162, -0.001, 0.256], [-0.074, -0.041, -0.029], [-0.175, 0.262, -0.005], [0.350, 0.092, 0.090], [-0.093, -0.242, -0.231], [0.069, 0.074, -0.033], [0.003, 0.016, -0.048], [0.089, -0.013, -0.011], [0.050, 0.281, 0.058], [0.172, 0.162, 0.106], [0.153, -0.097, -0.208], [-0.039, -0.063, 0.033], [-0.407, -0.245, 0.263], [-0.148, 0.129, 0.205], [-0.026, 0.356, 0.073], [0.056, 0.153, 0.056], [0.026, 0.028, 0.005], [0.075, -0.029, -0.023], [-0.026, -0.006, 0.016], [-0.001, 0.005, -0.014], [-0.003, -0.016, -0.003], [0.004, 0.008, 0.000], [-0.021, 0.048, -0.008], [-0.014, -0.042, 0.044], [0.008, 0.006, -0.015], [-0.044, -0.036, 0.084], [0.022, -0.010, 0.018], [0.024, -0.018, 0.020], [-0.013, 0.003, 0.033], [-0.065, -0.081, 0.047], [0.040, 0.030, 0.076], [-0.015, -0.039, -0.033], [-0.023, -0.018, 0.004], [-0.021, 0.013, 0.000], [-0.063, 0.012, -0.052], [-0.051, -0.004, 0.042], [0.012, 0.001, -0.043], [-0.016, -0.011, 0.028], [-0.075, 0.026, -0.008], [0.017, 0.000, 0.029], [0.089, 0.081, 0.008], [-0.095, -0.047, -0.059], [0.013, 0.010, -0.012], [-0.021, -0.007, -0.033], [0.006, -0.084, 0.066], [0.013, 0.004, 0.029], [-0.008, 0.106, -0.101], [-0.002, 0.004, 0.000], [-0.069, -0.056, 0.015], [-0.059, 0.090, 0.042], [-0.088, 0.134, -0.068], [0.012, 0.000, 0.027], [-0.005, 0.018, -0.009], [-0.010, -0.028, -0.003], [-0.008, 0.069, -0.037], [0.002, 0.091, -0.033], [0.105, -0.058, 0.040], [0.000, 0.030, 0.035], [-0.073, -0.045, -0.019], [0.072, 0.066, -0.051], [-0.081, 0.003, -0.041], [0.008, -0.008, -0.028], [0.020, 0.009, 0.009], [0.042, 0.025, 0.026], [-0.066, -0.102, -0.002], [-0.016, -0.027, 0.003], [-0.106, 0.050, 0.011], [0.004, 0.056, -0.046], [0.048, -0.114, -0.017], [0.003, -0.011, -0.018], [-0.048, -0.007, -0.033], [0.011, -0.007, -0.052], [0.049, -0.012, -0.025], [-0.037, 0.006, 0.097], [-0.050, 0.028, -0.027], [-0.050, 0.017, -0.021], [0.006, 0.036, -0.034], [-0.041, -0.010, 0.029], [0.001, -0.004, -0.003], [0.010, 0.035, -0.030], [-0.022, 0.111, 0.124], [0.000, 0.016, 0.020], [0.037, 0.031, 0.033], [0.038, -0.006, 0.057]], "lowdin_charge": [-0.073, 0.769, 0.851, 1.179, 0.925, 0.923, 0.362, -0.025, 0.389, -0.249, -0.500, -0.640, -0.122, -0.110, -0.118, -0.367, 0.115, -0.094, -0.664, -0.158, -0.640, -0.140, -0.081, -0.071, -0.470, -0.220, -0.091, -0.651, -0.227, -0.030, -0.098, -0.612, -0.238, -0.217, -0.035, -0.027, -0.188, -0.485, -0.040, -0.655, -0.085, -0.298, -0.361, -0.210, -0.177, -0.267, -0.081, -0.087, -0.035, -0.028, -0.083, -0.107, -0.099, -0.225, -0.069, -0.032, -0.065, -0.330, -0.206, -0.347, -0.026, 0.076, 0.064, -0.028, 0.012, 0.077, 0.079, 0.019, 0.062, 0.080, 0.064, 0.001, 0.078, 0.098, -0.004, -0.015, 0.099, 0.076, 0.080, 0.099, 0.080, 0.065, 0.079, 0.115, 0.100, 0.082, 0.021, 0.014, 0.109, 0.013, 0.102, 0.108, 0.048, 0.068, 0.061, 0.082, 0.089, 0.076, 0.070, 0.014, 0.080, 0.090, 0.094, 0.016, 0.029, 0.022, 0.076, 0.078, 0.013, 0.094, 0.091, 0.073, -0.052, 0.012, 0.066, 0.108, 0.003, 0.071, 0.009, 0.081, 0.086, 0.076, 0.100, 0.084, 0.001, 0.055, 0.080, 0.091, -0.002], "e_homo_ev": -2.425, "multiplicity": 1, "total_energy_ev": -136734.5665, "charge": -2, "mol_weight_g_mol": 1364.54, "relative_energy_kj_mol": 66.2, "orbital_gap_ha": 0.2152}